No. 1
# C9H14LuN2P

C9H14LuN2P as an isolated structure (ωB97M-V/def2-TZVPD, the Open Molecules 2025 dataset).

The geometry in XYZ format:
```
27
Properties=species:S:1:pos:R:3
C -1.03902 -0.29356 -2.65311
C -1.71622 0.95672 -3.03233
C -0.84762 2.00569 -2.68244
C 0.47885 1.50035 -2.62684
C 0.38902 0.05915 -2.38800
Lu -0.08926 -1.62988 0.24160
P -0.47709 -4.24254 -0.46173
H -1.31862 -1.35713 -2.88546
H -2.76395 1.07512 -3.29514
H -1.09323 3.06151 -2.68570
H 1.18591 -0.71967 -2.46180
H 1.39223 2.12606 -2.55318
H 0.74661 -4.72127 -1.09814
H -1.59905 -4.61036 -1.31527
H -0.61439 -4.67765 0.93377
C 0.79848 2.51451 1.35092
C 0.64930 1.21651 1.99624
N 0.30888 0.02634 1.47342
C 0.21857 -0.90651 2.54484
C 0.53099 -0.24183 3.67847
N 0.80655 1.07582 3.34144
H 0.03129 3.21703 1.72523
H 1.78506 2.94006 1.60542
H 0.69497 2.37295 0.26730
H -0.11356 -1.95820 2.36363
H 0.57532 -0.60657 4.68215
H 1.07994 1.81734 3.93470
```

Its HOMO energy (spin up / spin down) is -5.0 / -5.0 eV. Its spin multiplicity is 1. For the LUMO energy (spin up / spin down), the calculation gives 0.1 / 0.1 eV. As for the HOMO-LUMO gap (spin up / spin down): 5.1 / 5.1 eV.

---

No. 2
# C9H14N2O2

The molecule C9H14N2O2 (ωB97M-V/def2-TZVPD, the Open Molecules 2025 dataset).

The geometry in XYZ format:
```
27
Properties=species:S:1:pos:R:3
C 0.91637 -0.51213 0.00278
C 1.15838 -1.50163 -0.82350
C 0.70010 -0.59565 -3.08547
C 0.57106 1.59992 -1.11630
C 1.88166 -2.70051 -0.19969
C -1.85441 1.91561 0.08498
C -1.47068 -0.30752 1.20349
C -0.35838 1.66481 2.09472
C -0.81951 1.05503 0.83844
N 0.76133 -1.63086 -2.15852
N 0.35011 0.76080 -0.19831
O 0.75911 2.63825 -1.71177
O 0.75570 -0.71219 -4.29998
H 1.37921 -0.56176 0.96290
H 2.53227 -3.30003 -0.89477
H 1.13989 -3.47194 0.06013
H 2.42040 -2.26191 0.80352
H -1.40026 2.91847 -0.01589
H -2.21663 1.63985 -0.94620
H -2.65944 2.19092 0.70596
H -1.41151 -0.90890 0.27670
H -2.58180 -0.01863 1.35524
H -1.07063 -0.63350 2.15163
H -0.25799 2.80730 2.16361
H -0.85537 1.19341 2.96149
H 0.70650 1.35122 2.25601
H 0.92454 -2.61841 -2.47117
```

Its HOMO energy (spin up / spin down) is -6.0 / -7.5 eV. Its spin multiplicity is 1. For the LUMO energy (spin up / spin down), the calculation gives -0.1 / 0.4 eV. As for the HOMO-LUMO gap (spin up / spin down): 5.9 / 7.9 eV.

---

No. 3
# C9H14N2O2S

The molecule C9H14N2O2S (ωB97M-V/def2-TZVPD, the Open Molecules 2025 dataset).

The geometry in XYZ format:
```
28
Properties=species:S:1:pos:R:3
C 1.04096 -0.51410 -3.98123
C 1.50650 -0.04952 -0.92145
C 0.63850 -1.24256 -0.44375
C 0.71933 0.54870 -3.08761
C -0.23216 1.51144 -3.71301
C -1.53331 1.43233 3.11502
C 0.44323 -1.43411 2.93229
C -0.65097 -0.67394 0.19749
C -0.36842 0.23409 1.35335
N 1.31410 -1.18965 -4.82859
N 1.27969 0.69723 -1.91852
O -1.52344 0.45346 2.06199
O 0.72245 -0.28072 2.22436
S 0.35007 -2.35470 -1.74896
H 2.43468 0.25156 -0.35733
H 1.24676 -1.87302 0.22235
H -1.21082 1.05281 -3.87967
H 0.16453 2.01992 -4.59359
H -0.32794 2.16447 -2.93806
H -1.20620 0.88878 4.06628
H -2.55925 1.72382 3.23181
H -1.01060 2.25726 2.67853
H 1.40452 -1.79903 3.43812
H 0.26873 -2.25579 2.29228
H -0.28009 -1.21461 3.71686
H -1.31778 -1.53032 0.39090
H -1.30757 0.00143 -0.46261
H -0.00553 1.17476 0.95275
```

Its HOMO energy (spin up / spin down) is -8.3 / -7.6 eV. Its spin multiplicity is 1. For the LUMO energy (spin up / spin down), the calculation gives -1.2 / -1.7 eV. As for the HOMO-LUMO gap (spin up / spin down): 7.1 / 5.9 eV.

---

No. 4
# C9H14N2O5

The molecule C9H14N2O5 (ωB97M-V/def2-TZVPD, the Open Molecules 2025 dataset).

The geometry in XYZ format:
```
30
Properties=species:S:1:pos:R:3
O 2.31789 -1.16873 -0.56694
C 1.86922 -0.73406 -1.64962
O 2.68288 -0.06437 -2.38441
C 0.48686 -0.77241 -1.95339
C -0.10748 0.65477 -1.71286
N -1.34038 0.69101 -0.97185
C -1.45702 0.41367 0.36773
O -2.52401 0.53430 0.92283
C -0.16625 0.05306 0.94684
C -0.23672 -1.33461 1.57457
C -0.04575 -1.18095 3.08764
C 0.03622 0.38200 3.36028
N 0.14225 1.08484 2.08722
C -0.22215 1.43733 -3.00453
O 0.68309 2.22105 -3.28558
O -1.26696 1.20770 -3.79896
H 2.29892 0.40174 -3.13736
H 0.39659 -1.04945 -2.97951
H -0.00152 -1.58249 -1.37892
H 0.62400 1.06459 -0.86941
H -2.22113 0.91186 -1.43503
H 0.80524 0.00267 0.40575
H -1.14237 -1.86297 1.33539
H 0.64623 -1.97524 1.20658
H -0.93945 -1.38632 3.56636
H 0.79002 -1.75955 3.46938
H -0.81768 0.82303 3.83260
H 0.81284 0.66251 4.16988
H -0.46274 1.89073 2.11168
H -1.64068 0.43427 -3.31637
```

Its HOMO energy is -8.7 eV. Its spin multiplicity is 1. For the LUMO energy, the calculation gives 0.0 eV. As for the HOMO-LUMO gap: 8.7 eV. As for the SMILES: O=C(O)C[C@H](NC(=O)[C@@H]1CCCN1)C(=O)O.

---

No. 5
# C9H14N2P

An isolated ion of composition C9H14N2P and charge +1 (ωB97M-V/def2-TZVPD, the Open Molecules 2025 dataset).

The geometry in XYZ format:
```
26
Properties=species:S:1:pos:R:3
C 2.41290 -0.56299 0.07771
C -5.21587 -0.67004 -0.22741
C -4.08648 -0.14367 0.30715
C -2.77874 -0.47737 -0.10854
C -1.54156 -0.01240 0.44979
C 1.06326 1.44514 0.83395
C 1.08137 1.44726 -0.68503
C -0.45339 -0.43626 -0.19216
C 0.97118 0.09780 -0.02266
N 3.55835 0.10985 -0.17947
N 2.62636 -1.87451 0.32918
P 5.14669 -0.14182 0.03673
H -6.22327 -0.41640 0.04385
H -5.13305 -1.21987 -1.20998
H -4.38230 0.53236 1.16626
H -2.63120 -1.08138 -1.07457
H -1.42125 0.89260 1.11389
H 1.96509 1.60682 1.40858
H 0.04438 1.63366 1.41722
H 0.10109 1.79194 -1.28348
H 2.05927 1.79380 -1.12072
H -0.39669 -1.38245 -0.77374
H 1.78741 -2.42903 0.60962
H 3.36927 -2.39240 0.04142
H 5.50638 0.79828 -0.94969
H 5.24373 -1.28314 -0.98188
```

The charge is +1. Its HOMO energy is -10.8 eV. Its spin multiplicity is 1. For the LUMO energy, the calculation gives -6.6 eV. As for the HOMO-LUMO gap: 4.2 eV.

---

No. 6
# C9H14N3

An isolated ion of composition C9H14N3 and charge +1 (ωB97M-V/def2-TZVPD, the Open Molecules 2025 dataset).

The geometry in XYZ format:
```
26
Properties=species:S:1:pos:R:3
C 0.66856 0.91304 -2.12922
C -0.93897 -1.02409 -1.95100
C -0.34508 0.02389 -2.53222
C 1.20335 0.20388 0.18373
C 1.30938 0.38206 2.58275
C -1.39938 -1.98431 -1.22372
C -0.88410 0.26672 -3.86808
C -2.52718 -2.06519 -0.30603
C 1.46193 1.06942 4.72944
N 1.37499 1.01266 -1.00498
N 1.46992 1.31791 3.35604
N 1.38692 0.88040 1.27247
H 0.79228 1.63998 -2.91883
H 0.94765 -0.63616 2.58530
H -1.00975 -2.97119 -1.42904
H -0.52412 -0.44918 -4.56208
H -1.98683 0.09899 -3.85754
H -0.66372 1.31303 -4.29833
H -3.20972 -1.29220 -0.36526
H -1.99199 -2.08622 0.63484
H -3.09768 -2.96402 -0.49676
H 2.48607 0.93254 4.98708
H 0.94358 1.84957 5.28148
H 0.77431 0.08738 4.96708
H 2.20943 1.51495 -1.05952
H 1.55016 1.96614 1.42239
```

The charge is +1. Its HOMO energy is -12.7 eV. Its spin multiplicity is 1. For the LUMO energy, the calculation gives -5.1 eV. As for the HOMO-LUMO gap: 7.6 eV.

---

No. 7
# C9H14N3O2S

A 2-piece molecular cluster, C9H14N3O2S overall (ωB97M-V/def2-TZVPD, the Open Molecules 2025 dataset).

The geometry in XYZ format:
```
29
Properties=species:S:1:pos:R:3
C -2.28331 -1.41440 1.77063
C -2.56408 -0.13721 1.27458
C -1.17990 -2.12995 1.31220
C -1.84162 0.33644 0.15758
C -0.54526 -1.71506 0.17834
C -0.82552 -0.44196 -0.33699
C 0.15444 0.00107 -2.51160
C 2.49937 -0.76809 0.97439
C 0.45941 2.77884 1.01521
N -0.52476 -0.89903 -3.29584
N 0.03285 0.17582 -1.22855
N 1.70954 1.10820 -0.14407
O 1.72168 0.44877 0.98191
O 1.29911 2.34373 -0.05503
S 1.36074 0.85073 -3.40237
H -2.70237 -1.76000 2.66391
H -3.18126 0.56182 1.82593
H -0.95986 -3.04710 1.82166
H -2.06282 1.46132 -0.08027
H 0.25436 -2.23022 -0.25072
H 1.97632 -1.55218 1.58605
H 3.48523 -0.71820 1.51808
H 2.90962 -1.02964 -0.02303
H -0.39509 3.24831 0.52733
H 1.17689 3.12822 1.79644
H -0.11847 2.00367 1.59109
H -1.27516 -1.47730 -2.85921
H -0.46345 -0.86862 -4.29337
H 1.88336 1.74199 -2.51424
```

The charge is +1. Its HOMO energy (spin up / spin down) is -12.1 / -12.1 eV. Its spin multiplicity is 1. For the LUMO energy (spin up / spin down), the calculation gives -4.9 / -4.9 eV. As for the HOMO-LUMO gap (spin up / spin down): 7.2 / 7.2 eV.

---

No. 8
# C9H14N4OS

The molecule C9H14N4OS (ωB97M-V/def2-TZVPD, the Open Molecules 2025 dataset).

The geometry in XYZ format:
```
29
Properties=species:S:1:pos:R:3
C 0.74596 3.51350 -0.35105
C 1.23112 2.25773 0.42821
C 0.77364 0.99407 -0.31950
S 1.97490 -0.36456 0.22341
C 0.69635 -1.03247 1.18579
C 1.14795 -2.00465 2.22811
N -0.44447 -0.44336 1.12560
C -0.60032 0.41419 0.05128
C -1.66045 1.48089 0.27169
O -1.12599 -0.23521 -1.10575
C -0.97326 -1.54259 -1.29958
N 0.01355 -2.31468 -0.81157
C -0.26902 -3.55542 -1.27928
N -1.34007 -3.59721 -2.01530
N -1.73654 -2.32857 -2.07694
H -0.28680 3.78844 -0.12461
H 0.82278 3.11669 -1.27334
H 1.48189 4.34661 -0.12743
H 0.92260 2.11722 1.50819
H 2.29697 2.28125 0.32600
H 0.88205 1.10331 -1.36660
H 2.26249 -1.95252 2.34144
H 0.97873 -2.95168 1.78734
H 0.64406 -1.78346 3.18144
H -2.41974 1.09545 1.05924
H -2.24430 1.65467 -0.70428
H -1.43324 2.44992 0.75058
H 0.14408 -4.51022 -1.00179
H -2.48491 -1.99736 -2.61129
```

Its HOMO energy is -8.7 eV. Its spin multiplicity is 1. For the LUMO energy, the calculation gives 0.8 eV. As for the HOMO-LUMO gap: 9.4 eV. As for the SMILES: CC[C@H]1SC(C)=N[C@]1(C)Oc1ncn[nH]1.

---

No. 9
# C9H14N5

A 2-piece molecular cluster, C9H14N5 overall (ωB97M-V/def2-TZVPD, the Open Molecules 2025 dataset).

The geometry in XYZ format:
```
28
Properties=species:S:1:pos:R:3
C 1.47785 0.02022 1.47944
C 1.32051 1.10220 2.27715
C 0.31936 1.57117 0.36561
C 0.74846 0.26071 0.24587
C -3.13530 -1.21523 1.19702
C -0.10626 0.53903 -2.63039
C 0.04279 -3.18124 -0.97141
C 0.31000 3.41414 1.87049
C 0.33511 -0.75161 -0.65176
N -2.12995 -1.16818 0.62000
N 0.10946 -0.66196 -1.96637
N 0.68273 2.07019 1.50796
N 0.48480 -2.07387 -0.25089
N -0.12356 -3.12564 -2.20873
H 2.10270 -0.74577 1.91429
H 1.60529 1.37784 3.31361
H -0.23735 2.04205 -0.35181
H -4.06183 -1.30361 1.67324
H 0.12842 0.39982 -3.67384
H 0.39040 1.26959 -1.95536
H -1.18414 0.92789 -2.75215
H -0.01336 -4.13819 -0.39919
H 0.84207 3.78245 2.75925
H 0.71118 4.13476 1.21551
H -0.69569 3.41404 1.79833
H 0.58912 -2.39796 0.67671
H -0.43055 -4.06650 -2.53107
H -0.08224 -1.49633 -2.57150
```

The charge is +1. Its HOMO energy is -12.4 eV. Its spin multiplicity is 1. For the LUMO energy, the calculation gives -3.1 eV. As for the HOMO-LUMO gap: 9.2 eV.

---

No. 10
# C9H14NO2P

A 2-piece molecular cluster, C9H14NO2P overall (ωB97M-V/def2-TZVPD, the Open Molecules 2025 dataset).

The geometry in XYZ format:
```
27
Properties=species:S:1:pos:R:3
C -4.21579 -1.14909 -0.35561
C -3.23785 -2.08490 -0.11266
C -3.78827 0.16899 -0.56754
C -1.95739 -1.70326 0.01247
C -2.47855 0.55749 -0.54355
C -1.48673 -0.34338 -0.07870
C 0.40423 1.30515 -0.13180
C 3.93792 0.85309 0.98235
C -0.14974 -0.03668 0.11211
N 0.76242 1.45349 -1.57049
O 2.99218 -0.47562 -1.08542
O 3.18018 -1.80040 1.06363
P 3.80805 -0.64806 0.12570
H -5.35202 -1.35060 -0.24864
H -3.56475 -3.15538 0.18265
H -4.47546 0.92692 -0.76567
H -1.23487 -2.56300 0.15360
H -2.19279 1.53372 -0.70794
H 1.33670 1.70573 0.43044
H -0.51682 2.01480 0.26001
H 4.82436 0.90895 1.55616
H 3.44024 1.67014 0.54605
H 0.55801 -0.82355 0.60231
H 2.63687 -2.46053 0.65001
H 0.45249 0.67784 -2.16104
H 1.74496 1.44026 -1.55572
H 5.14875 -1.01089 -0.17671
```

Its HOMO energy (spin up / spin down) is -8.8 / -6.9 eV. Its spin multiplicity is 1. For the LUMO energy (spin up / spin down), the calculation gives -0.4 / -1.8 eV. As for the HOMO-LUMO gap (spin up / spin down): 8.4 / 5.1 eV.

---

No. 11
# C9H14NO3P

The molecule C9H14NO3P (ωB97M-V/def2-TZVPD, the Open Molecules 2025 dataset).

The geometry in XYZ format:
```
28
Properties=species:S:1:pos:R:3
C 0.96837 -1.76493 -3.63198
O 0.93225 -1.77079 -2.20596
C 0.51966 -0.64371 -1.59835
O 0.11394 0.30940 -2.23808
N 0.53115 -0.68274 -0.20388
C 0.77200 -1.87224 0.39792
C 1.19220 -1.94422 1.67631
C 1.62686 -0.75912 2.30199
C 1.22970 0.42579 1.82347
C 0.45050 0.52569 0.53892
P -1.34207 0.89901 0.77416
C -1.59081 1.95804 2.27541
C -1.80443 2.01106 -0.60423
O -2.11641 -0.37201 0.94315
H 0.37758 -2.64914 -3.94300
H 1.99975 -1.70438 -4.05068
H 0.31926 -0.89558 -3.91664
H 0.68463 -2.74149 -0.33786
H 1.31192 -2.98688 2.14210
H 2.16311 -0.86379 3.20787
H 1.42164 1.30515 2.30301
H 0.86559 1.33523 -0.09151
H -0.82653 2.71175 2.16606
H -2.57042 2.35009 2.11949
H -1.40327 1.24008 3.00251
H -2.83718 2.31787 -0.58553
H -1.18268 2.82074 -0.69293
H -1.80631 1.44110 -1.57174
```

Its HOMO energy is -7.6 eV. Its spin multiplicity is 1. For the LUMO energy, the calculation gives 0.7 eV. As for the HOMO-LUMO gap: 8.4 eV. As for the SMILES: COC(=O)N1C=CC=C[C@@H]1P(C)(C)=O.

---

No. 12
# C9H14O

A 2-piece molecular cluster, C9H14O overall (ωB97M-V/def2-TZVPD, the Open Molecules 2025 dataset).

The geometry in XYZ format:
```
24
Properties=species:S:1:pos:R:3
C -0.10659 0.53481 3.71896
C -0.37918 -0.89365 4.12051
H 0.94390 0.84791 3.67805
H -0.36072 0.70839 2.66857
H -0.51478 1.22793 4.47976
H -0.96685 -1.44451 3.36262
H -0.89619 -1.09870 5.11259
H 0.54684 -1.44993 4.33623
C -1.15285 -1.94511 -2.88317
C 0.71122 1.06094 -0.42032
C 0.20136 1.39423 -1.65356
C 0.62645 -0.25333 0.05260
C -0.61257 0.40622 -2.28153
C 0.18576 -1.34873 -0.78029
C -0.51485 -0.92165 -1.95172
O 1.27298 2.10566 0.34541
H 0.27274 2.29037 -2.26259
H 0.54103 2.78583 0.26950
H 0.82271 -0.40848 1.11902
H -1.30139 0.71290 -3.07198
H 0.40742 -2.40080 -0.58079
H -2.20265 -1.76810 -3.02121
H -0.99293 -2.95492 -2.48540
H -0.52863 -1.98867 -3.81321
```

The charge is -1. Its HOMO energy (spin up / spin down) is 0.5 / -3.5 eV. Its spin multiplicity is 2. For the LUMO energy (spin up / spin down), the calculation gives 3.6 / 3.6 eV. As for the HOMO-LUMO gap (spin up / spin down): 3.2 / 7.1 eV.

---

Energy relative to the best compared isomer or geometry (same formula, charge and spin)? In order: 81.4; 143.8; 143.6; 78.1; 68.6; 129.8; 105.5; 36.6; 61.6; 70.2; 0.0; 21.8 kcal/mol.